# 1
10
Properties=species:S:1:pos:R:3:forces:R:3 method="wB97M-V/def2-TZVPD" de_lowest_kcal_mol=7.1 energy_ev=-9214.9129 orbital_gap_ev=11.0 smiles="NC(=O)NC=O" molar_mass_g_mol=88.066 homo_energy_ev=-10.41
N -1.235 1.252 -0.122 -0.1 0.0 0.1
C -0.136 0.676 0.469 0.0 -0.1 0.2
O 0.210 0.851 1.616 -0.2 -0.1 -0.4
N 0.567 -0.154 -0.424 0.0 -0.1 -0.1
C 1.090 -1.371 -0.041 0.1 -0.2 -0.1
O 1.508 -2.182 -0.834 0.0 0.3 0.3
H -1.842 1.738 0.523 0.1 0.0 -0.1
H -1.716 0.700 -0.817 0.1 0.1 0.0
H 0.508 0.012 -1.419 -0.1 -0.1 0.1
H 1.046 -1.524 1.048 0.1 0.0 -0.1


# 2
72
Properties=species:S:1:pos:R:3:forces:R:3 method="wB97M-V/def2-TZVPD" de_lowest_kcal_mol=14.5 energy_ev=-136568.2183 orbital_gap_ev=4.2 molar_mass_g_mol=585.784 homo_energy_ev=-5.50
K -0.223 -0.129 0.078 -0.4 0.3 0.8
Br -5.818 -5.236 -1.136 0.2 0.2 0.0
C -4.163 -4.310 -1.290 -0.1 0.0 0.0
C -4.033 -3.031 -0.772 -0.3 -0.3 0.0
C -2.819 -2.389 -0.884 0.6 0.0 -0.2
C -1.701 -3.005 -1.472 -1.9 -1.1 0.0
C -1.876 -4.299 -1.996 0.3 0.4 0.1
C -3.094 -4.937 -1.914 -0.2 -0.1 0.1
N -0.538 -2.285 -1.449 2.7 0.1 -0.8
C 0.574 -2.722 -1.947 -2.3 -0.4 0.4
C 1.794 -1.978 -1.892 1.9 1.0 0.0
C 2.948 -2.490 -2.518 -0.9 0.0 0.3
C 4.122 -1.775 -2.472 0.2 0.6 0.3
C 4.129 -0.557 -1.798 0.0 -0.5 -0.3
C 2.950 -0.125 -1.210 0.2 0.3 0.1
N 1.816 -0.798 -1.244 0.3 -0.8 -0.7
H -4.872 -2.560 -0.278 0.0 0.0 0.0
H -2.694 -1.385 -0.504 -0.1 0.0 0.1
H -1.054 -4.822 -2.461 0.1 0.0 0.0
H -3.220 -5.928 -2.321 0.0 -0.1 0.0
H 0.668 -3.690 -2.449 -0.2 0.0 0.1
H 2.900 -3.438 -3.032 0.0 -0.1 0.0
H 5.019 -2.146 -2.950 0.0 0.0 0.0
H 5.024 0.040 -1.734 0.1 0.1 0.0
H 2.913 0.824 -0.688 0.1 0.1 0.1
C -0.592 2.986 2.521 -0.3 -0.4 0.3
Si -1.176 1.348 3.330 0.9 -0.6 -0.1
C -1.358 1.729 5.206 -0.1 0.0 -0.7
C -2.953 1.023 2.696 0.4 0.2 0.2
C -0.024 -0.014 2.843 -1.2 -0.4 0.5
Si -0.196 -1.805 3.296 0.3 1.3 0.1
C 1.199 -2.795 2.440 -0.4 0.1 0.3
C -0.078 -2.158 5.182 0.0 -0.2 -0.7
C -1.850 -2.567 2.721 0.5 0.1 0.2
H -1.262 3.810 2.752 -0.2 0.2 0.1
H -0.525 2.902 1.439 0.0 0.0 -0.2
H 0.393 3.259 2.886 0.2 0.0 0.1
H -1.991 2.593 5.390 -0.2 0.2 0.0
H -0.390 1.928 5.655 0.2 0.0 0.0
H -1.789 0.881 5.729 -0.1 -0.2 0.1
H -3.558 1.925 2.695 -0.1 0.2 0.0
H -3.451 0.300 3.333 -0.2 -0.2 0.1
H -2.947 0.620 1.686 0.0 -0.1 -0.3
H 1.017 0.306 2.865 0.3 0.1 0.1
H 2.176 -2.410 2.717 0.2 0.1 0.1
H 1.119 -2.746 1.357 -0.1 0.0 -0.3
H 1.172 -3.844 2.723 0.0 -0.3 0.1
H 0.841 -1.754 5.594 0.2 0.1 0.0
H -0.103 -3.221 5.404 0.0 -0.3 0.1
H -0.902 -1.687 5.708 -0.2 0.1 0.1
H -1.892 -2.682 1.642 0.0 0.0 -0.3
H -2.686 -1.946 3.024 -0.2 0.2 0.1
H -2.002 -3.550 3.155 0.0 -0.3 0.1
C -4.681 3.173 -3.449 -0.1 0.2 0.1
C -4.431 4.553 -2.845 0.2 -0.1 0.0
C -3.482 5.368 -3.718 -0.2 -0.1 0.1
C -3.891 4.444 -1.404 -0.7 0.7 -0.4
N -2.748 3.584 -1.315 0.2 -1.4 0.4
C -2.703 2.271 -1.025 0.0 0.5 -0.1
N -1.459 1.872 -1.098 -0.8 -0.4 0.0
N -0.753 2.950 -1.430 1.1 -0.1 -0.2
N -1.497 3.962 -1.566 -0.1 1.4 -0.2
H -5.159 3.279 -4.419 0.0 0.0 -0.1
H -5.332 2.577 -2.814 -0.1 -0.1 0.1
H -3.747 2.632 -3.595 0.1 -0.1 0.0
H -5.388 5.083 -2.781 0.1 0.0 0.1
H -2.491 4.919 -3.739 0.1 0.0 0.0
H -3.390 6.381 -3.338 0.1 0.2 0.0
H -3.856 5.422 -4.738 0.0 0.0 -0.1
H -4.662 4.038 -0.745 0.1 0.0 0.0
H -3.600 5.434 -1.046 0.0 -0.1 0.1
H -3.550 1.667 -0.782 -0.3 -0.1 0.1


# 3
64
Properties=species:S:1:pos:R:3:forces:R:3 method="wB97M-V/def2-TZVPD" charge=+1 de_lowest_kcal_mol=0.0 energy_ev=-82922.9663 orbital_gap_ev=7.3 molar_mass_g_mol=428.862 homo_energy_ev=-11.66
Zn 1.614 -1.318 -1.246 -0.4 0.6 1.6
O -0.523 0.220 1.363 0.5 -0.1 -0.3
C 0.202 -0.328 0.429 0.0 -0.1 -0.5
O 0.983 0.378 -0.298 0.2 0.2 -0.4
O 0.139 -1.572 0.202 -0.2 -0.2 0.0
H -0.286 1.186 1.388 -0.5 0.6 0.3
C 1.394 4.520 2.518 -0.5 0.3 0.1
C 1.157 3.053 2.205 0.4 0.4 0.5
C 1.272 2.187 3.446 -0.2 -0.2 0.1
O -0.167 2.877 1.669 0.4 -0.6 -0.2
H 2.259 4.671 3.162 0.2 -0.1 -0.2
H 0.536 4.935 3.054 0.0 -0.2 0.1
H 1.498 5.117 1.610 0.2 -0.1 0.0
H 1.928 2.734 1.492 -0.3 -0.1 -0.2
H 2.159 2.470 4.009 0.0 -0.1 0.0
H 1.328 1.121 3.212 0.1 0.0 -0.1
H 0.406 2.306 4.100 0.0 0.2 -0.1
H -0.257 3.418 0.875 -0.1 0.0 -0.1
C 5.309 -3.167 -0.344 0.2 0.2 0.3
C 4.047 -2.711 -1.053 0.2 0.0 0.1
C 2.987 -3.787 -1.006 -0.2 -0.4 0.7
O 1.738 -3.273 -1.498 0.6 -0.3 -0.9
C 0.647 -4.216 -1.441 -0.2 -0.6 0.7
N 3.512 -1.449 -0.437 0.7 -0.4 -0.2
H 5.843 -3.969 -0.848 -0.1 0.0 -0.1
H 5.078 -3.499 0.671 0.0 0.0 0.0
H 5.994 -2.322 -0.247 0.1 -0.1 -0.1
H 4.253 -2.483 -2.102 0.0 0.1 0.0
H 2.811 -4.146 0.016 0.1 0.3 0.1
H 3.318 -4.669 -1.557 -0.2 0.2 -0.4
H 0.253 -4.261 -0.423 -0.1 0.3 -0.1
H 1.005 -5.224 -1.651 0.2 0.2 -0.4
H -0.115 -3.914 -2.149 0.0 0.1 0.0
H 4.212 -0.719 -0.571 -0.3 0.1 -0.4
H 3.548 -1.548 0.580 -0.5 -0.2 0.0
C -2.404 3.262 -3.660 -0.7 0.0 0.4
C -1.869 2.090 -2.860 0.4 0.0 -0.8
C -2.631 1.817 -1.586 0.4 -0.3 0.0
O -2.533 2.922 -0.725 0.0 0.1 0.1
C -3.183 2.698 0.508 -0.1 -0.2 0.3
N -1.932 0.860 -3.676 -0.1 0.3 0.4
H -3.347 2.984 -4.139 0.1 -0.1 -0.1
H -1.699 3.614 -4.410 0.0 0.0 0.0
H -2.657 4.080 -2.984 0.2 0.1 -0.1
H -0.822 2.323 -2.616 -0.1 0.0 0.3
H -2.152 0.939 -1.112 -0.3 0.0 0.1
H -3.669 1.557 -1.822 0.0 0.1 0.1
H -4.251 2.480 0.395 0.0 0.1 -0.2
H -3.071 3.599 1.107 0.0 0.0 0.0
H -2.737 1.848 1.041 0.0 0.1 0.0
H -1.339 0.164 -3.241 0.0 -0.2 -0.2
H -1.598 1.045 -4.613 0.1 -0.1 0.0
C -2.199 -0.825 4.260 0.2 0.2 0.0
O -1.853 -1.701 3.206 0.0 -0.2 0.0
H -1.381 -0.730 4.984 -0.1 0.0 0.0
H -2.446 0.174 3.885 0.0 0.0 0.1
H -3.070 -1.221 4.776 0.0 -0.1 0.0
H -1.354 -1.210 2.549 -0.1 0.0 0.1
C -2.858 -2.589 -1.692 -0.1 0.1 0.2
O -2.481 -2.779 -0.335 0.0 -0.2 -0.3
H -3.427 -3.454 -2.033 0.1 -0.1 0.1
H -3.509 -1.717 -1.797 0.1 0.1 -0.1
H -1.990 -2.472 -2.352 0.0 0.1 0.0
H -1.620 -2.374 -0.187 -0.1 0.1 0.2


# 4
198
Properties=species:S:1:pos:R:3:forces:R:3 method="wB97M-V/def2-TZVPD" de_lowest_kcal_mol=63.3 energy_ev=-71593.7604 orbital_gap_ev=8.7 smiles=CCN(CC)CC.CCN(CC)CC.CCN(CC)CC.CCN(CC)CC.CCN(CC)CC.CCN(CC)CC.CCN(CC)CC.CCN(CC)CC.CCN(CC)CC molar_mass_g_mol=910.737 homo_energy_ev=-8.03
C -15.452 21.765 -14.927 0.1 0.5 1.0
C -14.901 20.370 -14.691 -0.2 -1.2 0.4
N -15.596 19.271 -15.404 0.3 1.0 0.1
C -15.537 19.470 -16.840 0.1 -0.8 0.1
C -15.884 18.172 -17.592 0.1 1.1 -0.2
C -16.912 18.998 -14.857 0.2 -0.5 0.6
C -16.853 18.004 -13.679 0.1 -0.6 -0.6
H -16.404 21.908 -14.406 -0.4 -0.4 -0.7
H -15.489 22.030 -15.979 -0.2 0.2 0.0
H -14.901 22.522 -14.357 0.6 -0.1 -0.5
H -13.841 20.228 -14.912 0.0 0.5 -0.3
H -14.965 20.124 -13.626 -0.1 0.1 0.0
H -16.126 20.308 -17.246 -0.2 0.0 0.2
H -14.494 19.716 -17.062 0.0 0.0 0.0
H -15.557 17.298 -17.034 0.2 0.0 -0.1
H -16.949 18.091 -17.804 0.0 -0.1 0.0
H -15.337 18.293 -18.527 -0.2 -0.6 -0.2
H -17.533 18.509 -15.606 0.0 0.2 -0.2
H -17.400 19.928 -14.543 -0.3 -0.1 -0.1
H -16.453 18.378 -12.738 -0.3 0.3 0.0
H -16.217 17.149 -13.930 0.2 0.2 -0.3
H -17.835 17.536 -13.575 -0.1 0.4 0.5
C -3.667 21.939 -25.836 -0.7 -1.1 -0.7
C -4.595 23.033 -26.372 0.1 1.3 1.3
N -5.979 22.912 -25.927 -0.7 -0.1 -0.3
C -6.669 21.775 -26.523 -0.5 -0.1 -1.3
C -7.881 22.197 -27.373 -0.5 0.3 0.4
C -6.301 23.067 -24.514 0.9 -0.6 -0.1
C -7.777 23.282 -24.240 -0.2 -0.3 -0.2
H -3.448 21.239 -26.648 0.2 -0.1 0.2
H -4.281 21.372 -25.133 0.3 -0.1 0.2
H -2.732 22.196 -25.345 -0.1 0.5 -0.1
H -4.239 24.005 -26.007 -0.1 0.0 0.0
H -4.611 23.167 -27.453 0.1 -0.4 -0.1
H -6.019 21.301 -27.266 0.3 -0.1 0.4
H -6.977 20.992 -25.821 0.1 0.1 0.2
H -8.416 21.366 -27.839 0.3 -0.2 0.0
H -8.644 22.709 -26.781 0.1 0.1 0.1
H -7.561 22.900 -28.144 0.0 -0.1 0.0
H -5.677 23.851 -24.080 -0.2 0.3 -0.2
H -5.999 22.165 -23.953 0.0 -0.1 0.1
H -8.376 22.380 -24.392 0.3 -0.2 -0.1
H -8.209 24.008 -24.930 0.1 0.4 0.4
H -7.908 23.518 -23.183 -0.1 0.4 -0.1
C -7.359 24.882 -17.386 0.8 -0.1 0.6
C -7.817 25.738 -16.190 0.9 -0.8 -0.4
N -9.038 25.231 -15.629 -1.2 -0.1 -0.9
C -9.051 23.834 -15.190 0.6 0.6 0.6
C -10.170 23.028 -15.830 0.2 0.6 -0.4
C -9.765 26.092 -14.702 1.7 0.5 -0.1
C -10.084 27.465 -15.276 -0.5 0.2 -0.2
H -8.189 24.803 -18.084 0.3 -1.0 0.8
H -6.915 23.925 -17.107 -0.6 -0.3 0.2
H -6.511 25.344 -17.902 -0.3 0.4 0.0
H -6.984 25.746 -15.464 0.0 0.2 0.2
H -7.928 26.744 -16.591 -0.2 -0.1 0.5
H -8.064 23.404 -15.368 -0.1 -0.2 -0.2
H -9.123 23.863 -14.093 -0.2 -0.3 0.0
H -11.070 23.647 -15.854 -0.2 -0.2 0.3
H -9.932 22.893 -16.886 0.0 -0.4 0.1
H -10.348 22.077 -15.333 0.0 0.0 0.0
H -9.074 26.247 -13.851 -0.5 -0.1 0.5
H -10.652 25.543 -14.397 -0.1 0.2 0.2
H -9.234 28.081 -15.577 0.3 -0.5 0.0
H -10.584 28.133 -14.570 -0.3 -0.4 0.2
H -10.711 27.335 -16.163 -0.1 0.2 0.1
C -10.928 20.073 -25.935 -0.5 1.0 -0.3
C -10.378 19.102 -24.903 -0.2 -0.2 -1.0
N -9.020 18.680 -25.224 -0.1 0.4 0.0
C -8.300 18.042 -24.134 0.3 1.2 0.1
C -7.845 19.092 -23.095 0.2 -1.4 0.2
C -8.862 18.045 -26.513 0.7 -0.5 -0.6
C -9.420 16.613 -26.639 -0.2 0.9 0.1
H -11.077 19.719 -26.956 0.4 -0.4 0.1
H -10.306 20.971 -25.989 0.1 -0.1 0.0
H -11.931 20.446 -25.698 0.1 -0.2 0.5
H -10.392 19.617 -23.944 0.1 -0.2 0.1
H -11.061 18.240 -24.871 0.0 -0.1 0.4
H -7.408 17.615 -24.594 0.0 -0.2 0.2
H -8.841 17.260 -23.584 -0.2 -0.2 -0.3
H -8.673 19.491 -22.512 0.0 0.4 -0.3
H -7.208 19.839 -23.561 -0.2 0.3 0.1
H -7.246 18.537 -22.364 0.1 0.2 0.0
H -9.173 18.688 -27.339 -0.7 0.1 0.3
H -7.797 17.989 -26.779 0.1 0.0 0.6
H -8.744 15.924 -26.137 -0.1 -0.2 -0.1
H -10.403 16.562 -26.168 0.0 -0.2 0.0
H -9.540 16.387 -27.698 0.1 -0.4 0.1
C -10.930 22.474 -22.901 -1.1 0.3 -0.2
C -11.384 23.364 -21.743 1.2 -0.2 0.8
N -11.813 22.652 -20.535 0.3 -0.9 -0.5
C -12.887 21.704 -20.796 -0.6 0.8 0.8
C -13.242 20.757 -19.638 0.1 -0.6 -1.4
C -12.206 23.589 -19.490 0.7 -0.5 0.1
C -11.083 24.491 -19.015 0.5 0.7 -0.5
H -11.833 22.106 -23.391 0.3 -0.6 0.0
H -10.257 21.682 -22.577 -0.2 -0.1 0.1
H -10.416 23.027 -23.687 0.0 0.3 0.2
H -10.478 23.870 -21.402 -0.2 0.5 -0.2
H -12.146 24.110 -22.008 0.1 -0.1 -0.4
H -13.791 22.296 -21.039 -0.2 -0.1 0.0
H -12.742 21.083 -21.680 0.6 0.1 0.1
H -13.934 20.111 -20.188 -0.4 -0.3 0.8
H -12.408 20.103 -19.370 0.2 0.2 0.1
H -13.705 21.146 -18.737 0.0 0.3 -0.1
H -12.499 22.993 -18.627 -0.3 0.0 0.0
H -13.056 24.201 -19.833 -0.1 0.1 0.1
H -10.126 24.019 -18.785 -0.4 -0.7 0.3
H -11.411 25.039 -18.131 0.1 0.1 0.0
H -10.738 25.207 -19.769 -0.8 0.0 0.1
C -15.136 26.580 -25.473 0.4 -0.2 0.2
C -15.066 26.026 -24.045 -0.3 0.0 -0.6
N -15.887 24.846 -23.791 -0.5 0.9 0.5
C -15.470 23.707 -24.582 0.7 -0.7 0.3
C -14.057 23.182 -24.230 -0.3 0.4 -0.3
C -15.967 24.663 -22.343 0.2 -1.4 -0.1
C -16.883 23.505 -22.004 -0.7 -0.5 0.7
H -14.480 27.453 -25.499 -0.1 0.0 -0.1
H -16.137 26.885 -25.776 -0.1 0.0 0.2
H -14.771 25.876 -26.221 0.1 0.0 0.0
H -14.027 25.804 -23.765 0.1 0.4 -0.1
H -15.425 26.829 -23.400 0.1 -0.1 0.2
H -16.097 22.822 -24.471 -0.6 0.4 0.3
H -15.601 23.987 -25.625 0.4 0.0 -0.1
H -13.279 23.936 -24.359 0.0 -0.1 -0.2
H -14.031 22.898 -23.177 0.0 -0.2 -0.1
H -13.817 22.312 -24.843 0.1 0.0 0.0
H -16.291 25.580 -21.855 -0.2 0.1 -0.2
H -15.000 24.408 -21.869 0.2 0.3 -0.2
H -16.564 22.527 -22.371 0.3 0.2 -0.3
H -17.902 23.651 -22.368 0.1 0.1 -0.1
H -16.957 23.322 -20.925 0.0 0.4 0.0
C -12.559 18.140 -22.334 0.5 -1.5 0.3
C -13.000 16.645 -22.339 -0.6 0.4 -0.8
N -12.339 15.708 -21.445 0.3 -0.1 0.8
C -10.983 15.414 -21.914 -0.2 -0.6 -0.4
C -10.914 14.434 -23.088 0.1 0.8 -0.5
C -12.272 16.219 -20.063 -0.4 -0.3 -0.6
C -13.620 16.137 -19.360 -0.2 -0.1 0.8
H -13.028 18.632 -23.182 0.0 0.2 0.1
H -11.472 18.140 -22.441 -0.1 0.5 -0.2
H -12.782 18.614 -21.383 -0.3 0.2 -0.1
H -14.090 16.637 -22.250 0.0 -0.3 0.6
H -12.873 16.229 -23.342 0.2 0.2 -0.1
H -10.506 16.360 -22.203 0.4 -0.2 0.0
H -10.393 14.916 -21.144 -0.2 0.5 0.4
H -11.583 14.769 -23.884 0.0 -0.3 -0.1
H -9.898 14.489 -23.489 0.0 -0.1 -0.1
H -11.118 13.391 -22.858 -0.2 0.1 0.3
H -11.825 17.221 -20.091 -0.3 0.2 0.4
H -11.555 15.611 -19.513 -0.1 -0.2 0.0
H -13.969 15.108 -19.247 0.3 -0.1 -0.3
H -14.470 16.670 -19.783 0.3 0.2 -0.4
H -13.538 16.485 -18.327 0.1 0.2 -0.1
C -9.338 30.558 -21.120 -0.6 0.5 0.2
C -8.533 29.551 -20.248 -0.6 1.4 -1.3
N -9.334 29.024 -19.178 0.3 -0.7 0.0
C -9.752 30.014 -18.172 0.4 -0.4 0.1
C -8.602 30.643 -17.367 0.4 -1.1 -0.3
C -8.703 27.845 -18.537 -1.3 0.4 -0.8
C -8.597 26.679 -19.502 0.7 -0.3 -1.0
H -10.426 30.513 -21.022 0.1 -0.3 0.7
H -9.287 30.411 -22.201 0.9 0.0 0.1
H -9.066 31.578 -20.844 0.0 0.1 -0.4
H -8.193 28.831 -20.989 0.0 -0.6 0.7
H -7.647 30.095 -19.886 0.2 -0.2 0.0
H -10.413 29.431 -17.530 -0.1 0.4 0.3
H -10.336 30.810 -18.633 -0.1 -0.1 -0.2
H -7.893 31.103 -18.057 -0.3 0.7 0.2
H -7.979 29.859 -16.924 -0.3 -0.1 0.2
H -8.937 31.263 -16.541 0.0 0.4 -0.3
H -7.724 28.113 -18.126 0.1 -0.2 0.2
H -9.427 27.583 -17.761 0.5 -0.1 0.2
H -7.856 26.862 -20.285 0.0 0.2 0.0
H -8.239 25.746 -19.060 -0.5 1.2 -0.5
H -9.526 26.438 -20.020 0.0 0.5 0.2
C -12.683 27.033 -21.216 1.3 -0.7 -0.3
C -11.694 27.974 -21.886 -1.1 1.0 -0.8
N -11.954 28.064 -23.337 0.6 -0.1 -0.7
C -11.988 29.442 -23.817 -0.8 0.7 0.2
C -13.144 30.267 -23.237 -0.8 -0.2 -0.3
C -10.933 27.394 -24.178 -0.2 0.0 1.0
C -10.718 25.932 -23.844 -0.6 -0.5 0.1
H -12.367 26.951 -20.173 -0.5 -0.1 0.1
H -12.543 26.059 -21.695 -0.2 0.0 0.3
H -13.725 27.306 -21.358 0.0 0.3 0.2
H -11.906 28.977 -21.510 0.3 -0.1 0.3
H -10.644 27.752 -21.677 0.0 -0.1 0.2
H -11.045 29.986 -23.666 0.2 -0.1 0.2
H -12.138 29.452 -24.898 0.0 -0.3 -0.1
H -13.459 31.056 -23.925 0.5 0.3 0.1
H -14.063 29.672 -23.188 0.2 -0.3 0.2
H -12.993 30.701 -22.250 0.2 0.0 0.0
H -9.986 27.939 -24.043 0.2 0.0 -0.3
H -11.305 27.513 -25.194 0.4 -0.1 -0.2
H -10.486 25.724 -22.796 0.1 0.4 0.0
H -9.925 25.460 -24.425 0.0 0.3 -0.2
H -11.641 25.377 -24.042 0.1 0.0 -0.1